# 1
Here is a molecular structure, C29H40N2O2P3STi in a non-equilibrium geometry from OMol25. Energies are from ωB97M-V/def2-TZVPD.

LUMO energy (alpha / beta)   -2.261 / -2.822 eV
Maximum force   1.7 eV Å⁻¹
Net charge   +1
⟨S²⟩   2.020
Kohn-Sham gap (alpha / beta)   7.38 / 8.53 eV
HOMO level (alpha / beta)   -9.64 / -11.35 eV
Relative energy (zero: lowest compared OMol25 entry of this formula, charge and spin)   25.1 kJ/mol
Total energy   -3660.66212 Ha
2S+1   3

Each line ends with the Löwdin charge.
Geometry (Å):
Ti -16.0086 2.1861 -3.1634  0.269
C -16.6440 0.3476 -6.2931  -0.250
P -17.4608 1.4976 -5.1320  0.837
C -19.1525 0.8403 -4.9703  -0.229
C -17.6731 3.0734 -6.0090  -0.396
C -18.0465 3.0418 -7.3454  -0.085
C -18.3066 4.2098 -8.0301  -0.058
C -18.1880 5.4353 -7.3920  -0.056
C -17.7864 5.4912 -6.0692  -0.069
C -17.5287 4.3132 -5.3705  -0.383
P -17.0287 4.3538 -3.6299  0.814
C -15.8926 5.7590 -3.4125  -0.236
C -18.5337 4.8848 -2.7515  -0.236
H -17.1926 0.1281 -7.2131  0.055
H -16.4915 -0.5871 -5.7677  0.033
H -15.6683 0.7473 -6.5583  0.025
H -19.7410 0.8631 -5.8809  0.054
H -19.6904 1.3702 -4.1768  0.042
H -19.1007 -0.2024 -4.6614  0.032
H -18.1636 2.0962 -7.8695  0.107
H -18.6042 4.1456 -9.0704  0.115
H -18.4121 6.3507 -7.9248  0.114
H -17.7182 6.4681 -5.5814  0.114
H -16.3109 6.7429 -3.6200  0.050
H -15.0049 5.6232 -4.0229  0.030
H -15.5617 5.7301 -2.3759  0.046
H -18.8924 5.8788 -3.0634  0.061
H -18.3461 4.9348 -1.6764  0.047
H -19.3240 4.1505 -2.8970  0.021
O -14.5584 2.8257 0.6715  0.055
C -15.4548 2.8711 -0.1623  -0.661
O -15.3853 3.2672 -1.4263  -0.242
C -16.8871 2.4026 0.2392  -0.188
P -17.7847 1.6971 -1.2406  1.035
C -16.9216 0.1565 -1.6007  -0.425
C -17.5987 -0.8159 -2.3706  -0.123
C -17.0094 -2.0087 -2.6507  -0.065
C -15.6776 -2.2408 -2.2748  -0.066
C -14.9714 -1.2641 -1.6198  -0.070
C -15.5995 -0.0594 -1.2690  -0.092
C -19.3695 1.1377 -0.6022  -0.378
C -20.5525 1.7899 -0.9430  -0.087
C -21.7383 1.4204 -0.3241  -0.066
C -21.7232 0.3856 0.5963  -0.059
C -20.5394 -0.2865 0.9157  -0.059
C -19.3617 0.0977 0.3262  -0.090
H -17.4772 3.2855 0.5002  0.096
H -16.8652 1.7359 1.0940  0.096
H -18.6413 -0.6663 -2.6285  0.100
H -17.5728 -2.7870 -3.1647  0.120
H -15.2191 -3.1943 -2.5486  0.117
H -13.9332 -1.4004 -1.3537  0.109
H -15.0469 0.6349 -0.6547  0.098
H -20.5213 2.6175 -1.6346  0.084
H -22.6611 1.9282 -0.5496  0.109
H -22.6253 0.0930 1.0974  0.106
H -20.5625 -1.0829 1.6500  0.114
H -18.4243 -0.3827 0.6020  0.119
C -12.9594 -1.7160 -4.9555  -0.078
C -12.7164 -0.2336 -4.8096  -0.234
N -13.7997 0.3647 -3.9967  -0.047
C -13.7293 1.7529 -3.8411  -0.844
S -14.5148 2.8316 -4.9079  0.758
N -12.9247 2.1860 -2.8664  0.035
C -12.2990 1.3887 -1.8019  -0.206
C -10.8066 1.6311 -1.8411  -0.067
H -12.2237 -2.1820 -5.6252  0.088
H -13.9448 -1.9361 -5.3719  0.071
H -12.8744 -2.2362 -4.0034  0.071
H -12.6710 0.2515 -5.7924  0.120
H -11.7525 -0.0490 -4.3348  0.111
H -14.6769 0.1134 -4.4738  0.077
H -12.8986 3.1879 -2.7440  0.141
H -12.5657 0.3473 -1.9500  0.097
H -12.7416 1.7131 -0.8623  0.110
H -10.3356 1.2995 -2.7662  0.073
H -10.3342 1.1205 -0.9939  0.087
H -10.6055 2.6936 -1.7135  0.081

Atoms 1-3, force components in eV/Å:
0.027 0.394 1.683
-0.163 0.147 -0.330
0.041 -0.005 0.258


# 2
Here is a molecular structure, C29H41AsBF4IMgO3Si3 from OMol25. Energies are from ωB97M-V/def2-TZVPD.

LUMO energy   3.203 eV
Maximum force   0.8 eV Å⁻¹
Net charge   -2
Kohn-Sham gap   5.06 eV
HOMO level   -1.86 eV
Total energy   -5382.39629 Ha

Each line ends with the Löwdin charge.
Geometry (Å):
Mg 0.0005 0.6592 0.5695  0.488
I 8.7558 0.9456 1.2950  0.766
C 6.6641 0.7914 1.1234  -0.736
C 6.1257 0.0664 0.0720  -0.158
C 4.7421 -0.0274 -0.0317  -0.010
C 3.9203 0.5714 0.9111  -0.112
C 4.4827 1.2932 1.9560  -0.007
C 5.8623 1.4184 2.0658  -0.157
C 2.4194 0.4364 0.8112  -0.683
O 1.9212 0.2836 -0.3427  -0.091
O 1.7422 0.5074 1.8675  -0.072
H 6.7674 -0.4111 -0.6562  0.084
H 4.2847 -0.5646 -0.8550  0.121
H 3.8201 1.7593 2.6749  0.122
H 6.3021 1.9916 2.8708  0.084
F -3.4017 -0.5554 -0.0840  0.144
B -2.8638 0.7121 0.0924  -1.227
F -3.8392 1.7033 -0.0977  0.109
F -2.2675 0.8544 1.3902  0.058
F -1.7690 0.9182 -0.8280  0.042
C -0.6467 6.2782 1.3042  -0.265
Si -1.2841 4.5373 0.8897  0.156
C -2.5471 4.8063 -0.4762  -0.224
C -2.2277 3.9880 2.4182  -0.234
As 0.5668 3.1969 0.5038  0.762
Si 0.7162 3.5550 -1.7733  0.155
C -0.5979 2.9180 -2.9574  -0.219
C 0.8595 5.4094 -2.1618  -0.255
C 2.3403 2.8080 -2.3747  -0.248
H -1.4620 6.9747 1.5444  0.011
H -0.0815 6.6805 0.4548  -0.001
H 0.0378 6.2278 2.1582  0.010
H -3.3053 5.5277 -0.1489  0.022
H -3.0447 3.8659 -0.7288  0.014
H -2.0699 5.1971 -1.3822  -0.001
H -2.9121 4.7737 2.7584  0.017
H -1.5287 3.7574 3.2301  0.022
H -2.8011 3.0817 2.2047  0.011
H -1.5952 3.2675 -2.6739  0.011
H -0.6338 1.8243 -2.9500  0.012
H -0.3768 3.2611 -3.9747  0.020
H -0.0867 5.9295 -1.9687  -0.003
H 1.1311 5.5735 -3.2132  0.013
H 1.6244 5.8671 -1.5242  0.015
H 2.2867 1.7145 -2.3548  0.009
H 3.1599 3.1010 -1.7100  0.018
H 2.5773 3.1384 -3.3937  0.015
C 1.0666 -3.7400 2.0964  -0.097
C 0.6657 -3.8448 0.6196  -0.597
C 0.3783 -5.3069 0.2676  -0.106
C 1.8193 -3.3301 -0.2510  -0.091
Si -0.8270 -2.6780 0.3450  0.462
O -0.4120 -1.2083 0.7564  -0.324
C -2.2284 -3.3341 1.4487  -0.182
C -2.9001 -4.5539 1.3013  -0.106
C -3.9064 -4.9461 2.1795  -0.115
C -4.2642 -4.1189 3.2372  -0.124
C -3.6087 -2.9045 3.4074  -0.093
C -2.6064 -2.5207 2.5242  -0.074
C -1.2722 -2.8219 -1.4983  -0.179
C -0.8650 -1.7656 -2.3262  -0.074
C -1.1448 -1.7540 -3.6871  -0.086
C -1.8386 -2.8107 -4.2631  -0.119
C -2.2438 -3.8766 -3.4682  -0.114
C -1.9631 -3.8757 -2.1056  -0.100
H 1.9635 -4.3458 2.2966  0.073
H 0.2651 -4.0938 2.7550  0.073
H 1.2847 -2.7008 2.3629  0.078
H 1.2761 -5.9227 0.4270  0.071
H 0.0837 -5.4166 -0.7825  0.067
H -0.4201 -5.7217 0.8918  0.060
H 2.7276 -3.9259 -0.0773  0.075
H 2.0421 -2.2831 -0.0251  0.062
H 1.5747 -3.3898 -1.3180  0.077
H -2.6362 -5.2265 0.4912  0.074
H -4.4130 -5.8952 2.0385  0.086
H -5.0530 -4.4164 3.9187  0.084
H -3.8926 -2.2460 4.2211  0.093
H -2.1164 -1.5598 2.6413  0.100
H -0.3166 -0.9376 -1.8883  0.093
H -0.8314 -0.9136 -4.2969  0.096
H -2.0688 -2.8015 -5.3222  0.085
H -2.7849 -4.7062 -3.9086  0.085
H -2.3019 -4.7198 -1.5136  0.077

Atoms 1-3, force components in eV/Å:
-0.462 -0.593 0.092
-0.065 -0.001 -0.008
0.069 0.010 0.014


# 3
Here is 4 unconnected molecules or ions with the total composition C29H41BFI3N3O8PS in a non-equilibrium geometry from OMol25. Energies are from ωB97M-V/def2-TZVPD.

LUMO energy   0.220 eV
Maximum force   1.1 eV Å⁻¹
Kohn-Sham gap   8.26 eV
HOMO level   -8.04 eV
Total energy   -3653.13691 Ha
SMILES   CCON1c2c(c(OC[C@H](C)O)c(I)c(F)c2-c2cccnc2)Sc2cc(P(N)O)c(B(C)O)c([C@@H](I)[C@@H](C)I)c21.CO.CO.CO

Each line ends with the Löwdin charge.
Geometry (Å):
C 2.6934 -2.6299 -0.8176  -0.112
C 1.4479 -1.8857 -1.2753  -0.276
O 1.5458 -0.4834 -1.0892  -0.117
N 0.7578 -0.0196 0.0441  -0.070
C 1.1269 1.3485 0.1817  -0.169
C 0.7755 2.2540 -0.8152  -0.332
C 1.1600 3.5967 -0.7434  -0.356
O 0.7939 4.4339 -1.7499  -0.099
C 1.8331 4.8199 -2.6557  -0.148
C 2.4558 3.6907 -3.4633  -0.406
C 3.9599 3.8382 -3.5375  -0.030
O 1.8773 3.7462 -4.7685  -0.032
C 1.8638 4.0328 0.3742  -0.543
I 2.3866 6.0142 0.6527  1.044
C 2.2141 3.1026 1.3433  -0.279
F 2.9363 3.5142 2.3943  0.042
C 1.8788 1.7561 1.2696  -0.058
C 2.4034 0.8389 2.3015  -0.205
C 2.0095 0.8906 3.6304  -0.063
C 2.5823 0.0114 4.5259  -0.077
C 3.5426 -0.8828 4.0703  -0.181
N 3.9402 -0.9419 2.8007  0.049
C 3.3758 -0.0891 1.9480  -0.171
S -0.1616 1.7305 -2.2005  1.141
C -1.1414 0.5544 -1.3588  -0.413
C -2.4472 0.4058 -1.7772  -0.092
C -3.2685 -0.4833 -1.1008  -0.297
P -5.0195 -0.7412 -1.5809  0.866
N -5.6761 0.8196 -1.4493  -0.155
O -4.8830 -0.6803 -3.2156  -0.284
C -2.8061 -1.2100 0.0098  -0.068
B -3.9365 -2.1404 0.6699  -0.562
C -5.1145 -1.5986 1.5651  -0.026
O -3.9003 -3.5030 0.4000  0.111
C -1.4507 -1.0375 0.4403  -0.208
C -1.0685 -1.7974 1.6994  -0.631
I 0.9883 -2.2585 2.0670  1.289
C -1.7074 -1.1675 2.9598  -0.758
C -1.1863 -1.6253 4.3057  -0.225
I -1.7250 0.9852 2.9414  1.029
C -0.6344 -0.1811 -0.2802  -0.219
H 2.4289 -3.5863 -0.3791  0.042
H 3.3818 -2.7776 -1.6417  0.070
H 3.2046 -2.0524 -0.0542  0.034
H 1.3103 -2.0265 -2.3457  0.123
H 0.5606 -2.2970 -0.8005  0.069
H 1.3667 5.5038 -3.3536  0.140
H 2.6098 5.3719 -2.1322  0.058
H 2.2185 2.7204 -3.0284  0.112
H 4.3859 3.1064 -4.2155  0.055
H 4.1980 4.8413 -3.8878  0.092
H 4.4026 3.7408 -2.5500  0.089
H 2.5091 3.3670 -5.3857  0.082
H 1.2713 1.6098 3.9508  0.089
H 2.3056 0.0178 5.5667  0.105
H 4.0088 -1.5679 4.7615  0.103
H 3.7029 -0.1303 0.9191  0.116
H -2.8078 0.9934 -2.6091  0.103
H -5.5718 1.1492 -0.4956  0.036
H -5.2016 1.4937 -2.0445  0.041
H -4.2897 -1.3829 -3.5047  0.060
H -5.2966 -0.5330 1.4664  0.055
H -6.0180 -2.1245 1.2663  0.071
H -4.9641 -1.8409 2.6162  0.060
H -3.8516 -4.0641 1.1798  0.114
H -1.5180 -2.7779 1.6099  0.055
H -2.7527 -1.4197 2.9484  0.039
H -1.0312 -2.7003 4.2983  0.069
H -0.2892 -1.0991 4.6071  0.034
H -1.9464 -1.4184 5.0538  0.060
C -5.6074 -0.0067 5.2033  -0.150
O -4.3164 -0.5962 5.1105  -0.162
H -6.2488 -0.7220 5.7120  0.079
H -5.5862 0.9188 5.7836  0.079
H -6.0285 0.1988 4.2151  0.071
H -3.7351 0.0291 4.6613  -0.025
C -0.3903 -5.6850 -0.4263  -0.141
O -1.0985 -4.5068 -0.0623  -0.149
H 0.5865 -5.6299 0.0488  0.072
H -0.8997 -6.5872 -0.0768  0.078
H -0.2509 -5.7526 -1.5085  0.079
H -1.9717 -4.5117 -0.4689  0.063
C 5.4603 0.9872 -6.8184  -0.150
O 5.0453 1.1935 -5.4712  -0.134
H 4.7854 1.5585 -7.4505  0.076
H 6.4803 1.3418 -6.9849  0.077
H 5.3968 -0.0659 -7.1020  0.076
H 5.6304 0.6919 -4.8972  0.078

Atoms 1-3, force components in eV/Å:
0.029 0.247 -0.017
0.101 -0.427 -0.207
-0.058 0.261 -0.038


# 4
Here is 3 unconnected molecules or ions with the total composition C29H41BrClN5O5 in a non-equilibrium geometry from OMol25. Energies are from ωB97M-V/def2-TZVPD.

LUMO energy   0.457 eV
Maximum force   1.3 eV Å⁻¹
Kohn-Sham gap   9.26 eV
HOMO level   -8.81 eV
Relative energy (zero: lowest compared OMol25 entry of this formula, charge and spin)   0.0 kJ/mol
Total energy   -4813.84614 Ha
SMILES   CNC[C@@]1(c2ccccn2)NC(=O)[C@@](CCO)(CC(=O)Cl)[C@]1(Br)CCc1ccccc1.CNC(C)=O.CNC(C)=O

Each line ends with the Löwdin charge.
Geometry (Å):
C 4.9715 -3.4388 4.5283  -0.111
N 3.5010 -3.3671 4.5157  -0.122
C 2.9926 -2.3558 3.5916  -0.203
C 2.6653 -2.9176 2.1364  -0.367
C 3.4752 -2.0006 1.2256  -0.242
C 3.1462 -0.6745 0.9897  -0.015
C 3.9424 0.1355 0.2030  -0.041
C 5.0905 -0.4284 -0.3354  -0.056
C 5.3422 -1.7588 -0.0546  -0.118
N 4.5823 -2.5431 0.7061  0.115
N 3.0733 -4.3054 2.0188  0.114
C 2.1137 -5.0880 1.3886  -0.501
O 2.0939 -6.2825 1.3621  0.125
C 1.1046 -4.1086 0.7376  -0.346
C 1.9233 -3.7341 -0.5399  -0.111
C 1.8326 -4.7616 -1.6605  -0.231
O 3.1019 -4.8232 -2.3401  -0.061
C -0.2305 -4.7718 0.4531  -0.099
C -1.3251 -3.9883 -0.2481  -0.743
O -2.4497 -4.0905 0.0644  0.072
Cl -0.9729 -2.9194 -1.6353  0.740
C 1.1399 -3.0405 1.8468  -0.458
Br 0.4722 -4.0231 3.5209  0.930
C 0.2677 -1.7847 1.7336  -0.181
C -1.1891 -1.8686 2.2035  -0.188
C -2.0716 -0.7612 1.6274  -0.203
C -3.1894 -0.4011 2.3908  -0.050
C -4.0905 0.5713 1.9669  -0.083
C -3.8593 1.2082 0.7500  -0.090
C -2.7576 0.8585 -0.0228  -0.074
C -1.8610 -0.1204 0.4063  -0.049
H 5.3999 -3.0507 3.6100  0.068
H 5.3806 -2.9183 5.3931  0.075
H 5.2625 -4.4833 4.6266  0.073
H 3.1746 -3.0758 5.4261  0.097
H 3.7595 -1.5861 3.4781  0.110
H 2.1305 -1.8385 4.0031  0.096
H 2.2644 -0.2507 1.4426  0.104
H 3.6933 1.1707 0.0372  0.110
H 5.7577 0.1556 -0.9457  0.102
H 6.2245 -2.2125 -0.4888  0.110
H 4.0344 -4.4743 1.7582  0.143
H 1.6052 -2.7492 -0.8785  0.098
H 2.9735 -3.6399 -0.3108  0.094
H 1.0978 -4.4947 -2.4102  0.085
H 1.6206 -5.7562 -1.2783  0.114
H 3.4703 -5.6945 -2.1839  0.082
H -0.0843 -5.6725 -0.1392  0.133
H -0.7040 -5.1122 1.3658  0.098
H 0.7203 -1.0452 2.3893  0.109
H 0.3128 -1.4477 0.7031  0.089
H -1.2177 -1.7276 3.2744  0.089
H -1.6560 -2.8088 1.9342  0.084
H -3.3767 -0.9022 3.3315  0.109
H -4.9477 0.8070 2.5780  0.097
H -4.5578 1.9585 0.4044  0.097
H -2.6121 1.3443 -0.9732  0.067
H -1.0282 -0.3865 -0.2232  0.070
C -3.9208 4.6196 -3.8500  -0.003
C -3.8629 3.3001 -3.1206  -0.538
O -3.0119 3.0642 -2.2744  0.019
N -4.7975 2.3662 -3.4333  0.012
C -5.8760 2.4625 -4.3993  -0.074
H -3.1159 5.2509 -3.4870  0.074
H -3.7938 4.4720 -4.9230  0.086
H -4.8689 5.1226 -3.6589  0.089
H -4.7024 1.5095 -2.9100  0.139
H -6.8359 2.3291 -3.8980  0.084
H -5.7690 1.6812 -5.1535  0.083
H -5.8693 3.4284 -4.8918  0.071
C -0.9838 8.6260 -3.3898  -0.014
C -2.1804 8.4457 -2.4855  -0.563
O -3.3152 8.6985 -2.8569  0.024
N -1.9550 7.9823 -1.2279  0.006
C -0.6906 7.6238 -0.6129  -0.076
H -1.3322 8.9963 -4.3487  0.081
H -0.2857 9.3493 -2.9668  0.083
H -0.4711 7.6759 -3.5451  0.083
H -2.7953 7.8848 -0.6806  0.139
H -0.7106 6.5760 -0.3089  0.084
H -0.5211 8.2382 0.2730  0.082
H 0.1315 7.7723 -1.3043  0.070

Atoms 1-3, force components in eV/Å:
-0.511 -0.614 0.411
-0.265 0.791 -0.180
0.591 -0.198 -0.136